(1)
C19H46B2F17N5O7P as an isolated structure in a non-equilibrium geometry, computed with ωB97M-V/def2-TZVPD.

```
97
Properties=species:S:1:pos:R:3:forces:R:3:mulliken_charge:R:1
C 0.9378 -3.2502 3.1652 0.04 -2.02 0.89 -1.24
C -0.4735 -3.0789 2.7374 -2.53 -2.55 -1.91 0.92
O -1.1306 -3.9638 2.1754 1.83 3.52 2.37 -0.48
N -1.1292 -1.7032 3.0183 -0.08 -5.72 10.00 0.76
H -0.5045 -1.0909 3.5232 -0.75 -0.42 0.56 0.02
H -1.4906 -1.2913 2.1698 2.56 -0.37 3.02 -0.21
C -2.2538 -2.0788 4.0005 0.76 0.02 2.04 -1.03
H 1.6437 -2.9703 2.3833 -0.04 -0.70 0.33 0.26
H 0.9946 -4.3190 3.3719 0.39 0.03 0.10 0.52
H 1.1378 -2.6867 4.0765 0.19 -0.07 -0.03 0.26
H -2.7121 -1.1150 4.2226 -0.18 -0.63 0.39 0.38
H -1.8653 -2.4969 4.9292 0.78 0.11 0.00 0.36
H -2.9794 -2.7931 3.6116 1.07 0.02 0.57 0.40
C 1.0518 2.5575 6.1958 0.61 -0.20 -0.84 -1.11
C 1.0358 2.7684 4.6783 -4.50 0.96 -0.29 0.58
O 0.0524 3.1732 4.0449 4.10 -1.47 1.57 -0.40
N 2.2679 2.3173 3.9053 -1.04 -0.19 -1.41 0.10
H 2.3008 2.8874 3.0722 -0.26 0.68 -0.52 0.43
H 3.1529 2.5083 4.3529 0.34 -0.42 0.64 0.42
C 2.0913 0.8653 3.3439 1.36 0.75 6.41 -1.18
H 1.1257 1.4937 6.4216 0.49 -0.19 -0.20 0.34
H 0.1492 2.8392 6.7381 0.00 0.60 -0.67 0.35
H 1.9331 3.0749 6.5748 -0.03 -0.09 0.36 0.36
H 1.0511 0.6915 3.0688 0.39 1.22 2.16 0.16
H 2.3367 0.2831 4.2321 0.10 -0.42 -0.08 0.51
H 2.6856 0.6155 2.4649 2.06 1.09 2.78 0.38
C 0.6761 5.0042 -2.1923 1.05 -0.90 0.41 -0.93
C 1.1835 3.9744 -1.1927 1.41 1.06 1.47 0.79
O 2.2269 4.0859 -0.5243 -3.26 -1.09 -1.94 -0.57
N 0.1768 2.8542 -0.9430 3.96 2.65 9.90 0.83
H -0.6198 3.2289 -0.4480 -0.22 0.90 -0.05 0.68
H -0.1327 2.5153 -1.8427 -0.42 -1.15 -0.49 -0.38
C 0.7596 1.7920 0.0264 -0.02 9.52 0.60 -1.74
H -0.0589 5.5891 -1.6392 -0.11 0.18 -0.26 0.36
H 0.2485 4.5460 -3.0841 0.01 0.33 0.83 0.18
H 1.5426 5.5876 -2.5035 -0.17 0.27 0.24 0.41
H 1.6996 1.4505 -0.4070 -0.18 1.63 0.51 0.47
H 0.0864 0.9485 0.1796 -0.61 9.36 0.01 -1.37
H 1.0254 2.2287 0.9890 -0.43 1.50 -0.55 0.82
C 2.2381 -2.4283 -4.6016 -0.46 -0.17 0.06 -1.54
C 1.0711 -2.3827 -3.6050 -2.28 1.96 -1.76 0.77
O -0.0310 -1.8899 -3.8920 4.33 -2.35 0.76 -0.43
N 1.3619 -2.9326 -2.2117 6.39 3.40 -0.63 0.55
H 0.7271 -3.6940 -2.0181 2.19 -0.53 -0.65 0.46
H 2.2808 -3.3513 -2.2325 0.94 0.65 0.13 0.41
C 1.1162 -1.9235 -1.0845 0.31 -3.66 -5.52 -1.23
H 1.9313 -1.9305 -5.5215 -0.16 0.02 0.21 0.42
H 2.4796 -3.4558 -4.8737 -0.15 -0.24 0.15 0.46
H 3.1827 -1.9867 -4.2843 -0.20 0.14 0.48 0.33
H 1.5617 -0.9305 -1.1441 1.61 -4.85 -2.21 0.63
H 1.2285 -2.3698 -0.0965 0.81 -2.57 -4.89 0.34
H 0.0423 -1.7455 -1.0272 2.82 -1.06 -3.49 -0.59
C -1.6774 -2.2504 -1.0215 -5.74 4.04 -1.77 -0.66
C -1.3998 -0.7702 -1.2144 -2.31 1.39 -2.71 0.72
O -0.7987 -0.2989 -2.1821 -4.16 -1.11 3.64 -0.25
N -1.9797 0.2286 -0.2076 -2.06 0.87 -8.77 -0.58
H -2.6427 -0.2118 0.4141 1.18 1.49 -4.92 0.99
H -1.2990 0.3858 0.5218 -3.86 1.84 -4.79 0.34
C -2.5336 1.5456 -0.8243 2.26 -1.88 1.29 -0.29
H -1.5092 -2.7751 -1.9619 -2.36 2.97 0.94 1.58
H -2.7494 -2.3341 -0.8432 -0.27 0.32 0.22 0.34
H -1.1478 -2.7358 -0.2017 -4.31 1.37 -2.26 -1.41
H -3.1234 2.0975 -0.0925 0.01 -0.30 0.05 0.26
H -3.0545 1.4483 -1.7768 0.18 -0.53 0.48 0.24
H -1.5512 2.0008 -0.9503 -1.99 -0.31 -0.03 -0.23
C -1.2886 2.5506 -3.3561 -2.30 1.20 3.05 -0.10
O 0.1387 2.2724 -2.9044 -0.77 -2.41 -8.25 -0.23
O -1.9521 3.1342 -2.2623 2.17 1.86 -5.38 -0.84
C -1.2073 3.2659 -4.7179 -0.67 0.01 -2.40 0.66
F -0.7571 2.4100 -5.7245 0.18 0.55 1.47 -0.29
F -2.4306 3.6231 -5.1914 0.76 0.01 1.09 -0.30
F -0.4076 4.3679 -4.7887 -0.68 -0.88 0.01 -0.33
C 0.6699 1.0264 -3.3640 1.64 -1.14 -1.64 -1.01
C 1.5831 0.4528 -2.2856 1.20 2.50 -4.88 -1.44
H 1.0374 0.2900 -1.3562 4.23 3.12 -10.60 -0.37
H 1.9249 -0.5431 -2.5674 1.01 1.28 -0.95 0.49
H 2.2806 1.2669 -2.0883 1.23 -0.60 -0.40 0.92
H 1.2109 1.1391 -4.3036 0.30 0.88 -0.01 0.41
H -0.0347 0.2329 -3.6129 -0.02 1.39 -0.37 0.71
H -1.7716 1.5831 -3.4933 0.40 -0.44 -0.78 0.21
P 0.7175 -0.6295 0.9258 1.94 -4.14 3.19 3.13
F 1.6101 0.5329 1.5495 -2.20 -2.54 -7.97 -0.03
F -0.6220 0.2637 1.2480 8.24 -0.61 12.48 0.37
F 0.6362 0.0565 -0.4914 -5.16 -12.81 10.09 -1.62
F -0.2442 -1.8457 0.4493 6.51 8.84 8.70 -0.08
F 2.0706 -1.4161 0.5343 3.53 4.19 6.99 -0.50
F 0.7167 -1.2749 2.3900 3.30 3.63 -2.35 -0.54
B -2.9158 -0.7849 1.7479 -6.12 -0.66 4.07 -0.13
F -3.6070 -1.7719 2.4072 -1.96 0.86 -2.64 -0.37
F -1.8136 -1.3900 1.1844 -8.55 -1.09 -5.08 0.98
F -3.7390 -0.2345 0.8075 -5.97 -0.62 2.06 -0.51
F -2.5437 0.2041 2.6675 0.07 0.73 -0.64 -0.34
B -0.6260 -4.2182 -1.0624 -3.54 -5.99 0.39 -0.46
F -0.0674 -3.5078 -0.0946 4.27 -8.83 1.47 0.63
F -0.1066 -5.5063 -1.2040 0.82 0.63 -0.20 -0.43
F -1.9727 -4.3659 -0.7285 -0.18 -1.93 -0.46 -0.42
F -0.4359 -3.5355 -2.2771 -5.03 -5.71 -3.00 -0.21
```
Positions in Å, forces in eV/Å.

Values from the calculation:
Total charge   +1
HOMO   -9.95 eV
Lowest unoccupied orbital energy   -0.1519 hartree


(2)
A 7-piece molecular cluster, C19H46Cl7N2O9 overall in a non-equilibrium geometry, computed with ωB97M-V/def2-TZVPD.

```
83
Properties=species:S:1:pos:R:3:forces:R:3:mulliken_charge:R:1
Cl -25.6222 -26.9107 -1.8064 0.46 -2.43 -1.45 1.59
O -24.6326 -27.3715 -2.7417 1.36 0.60 -0.59 -0.67
O -25.3942 -27.6840 -0.6011 -0.92 0.60 0.49 -0.65
O -25.4897 -25.5037 -1.5525 -0.52 0.15 0.10 -0.62
O -26.8751 -27.2803 -2.4717 -0.42 1.00 1.41 -0.65
Cl -29.5932 -34.0784 -1.2888 -0.30 0.75 -0.20 -0.19
C -30.2859 -32.4210 -1.4973 -0.41 0.33 -0.47 -0.42
C -30.2062 -31.5976 -0.2429 -0.20 -0.17 0.47 -0.45
Cl -31.3740 -32.1877 1.0275 0.53 0.07 -0.34 -0.21
H -31.3030 -32.4837 -1.8842 -0.10 -0.46 0.41 0.32
H -29.7877 -31.8691 -2.2943 0.66 -0.33 0.11 0.32
H -30.4936 -30.5581 -0.4003 0.09 -0.15 -0.27 0.30
H -29.1868 -31.6301 0.1416 -0.23 0.00 0.28 0.33
Cl -30.3518 -27.4834 -8.8020 -0.06 0.17 0.01 -0.22
C -29.1491 -26.3263 -8.1293 -0.30 -1.03 0.36 -0.46
C -29.1006 -25.0600 -8.9096 0.29 0.29 -0.88 -0.35
Cl -28.0775 -23.9946 -7.9858 0.87 1.08 0.70 -0.19
H -28.1985 -26.8568 -8.1833 -0.01 0.25 0.03 0.31
H -29.3716 -26.1545 -7.0762 -0.21 -0.04 -0.18 0.34
H -30.0191 -24.5014 -9.0901 -0.18 -0.61 0.12 0.31
H -28.5633 -25.2077 -9.8463 -0.39 -0.10 -0.13 0.25
Cl -28.6566 -19.2174 -1.0232 0.53 0.09 1.04 -0.17
C -29.7036 -19.4143 -2.3920 -0.51 -0.35 -1.35 -0.39
C -29.7173 -20.8699 -2.8818 0.70 0.60 -0.35 -0.44
Cl -30.5752 -21.9481 -1.8018 -0.25 -0.29 0.37 -0.18
H -29.2713 -18.7920 -3.1756 -0.12 -0.07 -0.14 0.25
H -30.6896 -19.0159 -2.1532 0.02 -0.25 0.04 0.31
H -28.6781 -21.1878 -2.9665 -0.02 -0.18 0.28 0.31
H -30.1179 -21.0130 -3.8854 -0.34 0.43 0.12 0.30
C -24.1178 -33.1443 -2.2646 0.42 -0.68 -0.12 -0.48
O -22.9398 -32.4239 -2.0115 0.36 0.66 -0.16 -0.50
H -24.6904 -32.6714 -3.0625 -0.41 -0.04 0.25 0.26
H -23.7936 -34.1180 -2.6320 -0.22 -0.19 0.03 0.20
H -24.6492 -33.2832 -1.3231 -0.54 0.03 -0.21 0.20
H -23.1768 -31.5079 -2.1738 0.37 0.27 0.23 0.33
C -24.4458 -33.6796 5.0678 -0.81 0.13 -0.02 -0.76
O -24.2506 -35.0132 4.6809 0.13 -1.84 -0.18 -0.34
C -25.4212 -35.8565 4.4984 0.35 0.74 -0.61 -0.35
C -25.1316 -37.2957 3.9984 1.23 0.39 -0.34 -0.99
N -24.0980 -38.0783 4.7229 -1.52 0.73 -0.20 -0.33
C -24.4500 -38.1182 6.1389 1.07 -0.74 0.30 -0.38
C -23.7823 -39.3291 6.8636 -1.42 -1.12 -0.38 -0.72
O -22.8559 -40.0434 6.0607 1.62 0.96 1.28 -0.32
C -21.5285 -39.7909 6.5731 -0.03 -0.59 -0.79 -0.71
H -23.8291 -33.0196 4.4578 0.27 -0.14 0.17 0.25
H -24.2608 -33.5494 6.1341 0.30 0.06 0.08 0.26
H -25.4708 -33.3446 4.9090 -0.28 -0.09 -0.15 0.34
H -25.9694 -35.3687 3.6923 -0.56 -0.06 0.04 0.51
H -26.0418 -35.8836 5.3940 0.06 0.12 0.24 0.32
H -24.7666 -37.2761 2.9716 0.05 0.40 -0.12 0.41
H -26.0793 -37.8250 3.8994 -0.10 -0.11 0.53 0.38
H -23.2846 -37.4904 4.6097 0.47 -0.23 0.12 0.28
H -25.5173 -38.3269 6.2120 -0.07 0.56 0.08 0.34
H -24.1512 -37.1781 6.6026 -0.42 0.11 0.38 0.25
H -24.5631 -40.0556 7.0887 -0.48 -0.20 -0.56 0.32
H -23.4895 -39.1893 7.9041 0.94 0.83 -0.13 0.40
H -21.4701 -40.1152 7.6121 0.11 0.09 0.10 0.31
H -21.1626 -38.7699 6.4651 -0.59 0.47 0.20 0.27
H -20.7904 -40.3383 5.9868 -0.32 -0.48 -0.06 0.27
C -18.8150 -30.7139 5.4824 -0.05 0.31 0.28 -0.75
O -18.8974 -30.2243 4.1607 -0.14 0.40 0.68 -0.29
C -18.3475 -28.9301 4.0711 0.97 0.73 -0.66 -0.81
C -18.5471 -28.3525 2.6685 1.19 -2.13 0.51 -0.33
N -18.0794 -29.2854 1.5990 -1.97 1.26 -0.34 -0.32
C -18.2880 -28.5708 0.3057 1.13 -0.41 1.90 -0.84
C -17.1411 -27.5611 0.0157 -1.06 -0.74 -2.00 -0.42
O -17.2704 -26.2976 0.5586 -0.88 1.74 1.42 -0.31
C -16.2169 -25.4323 0.1982 0.02 0.04 -0.21 -0.74
H -17.8134 -30.5919 5.8945 0.39 -0.10 -0.10 0.30
H -19.0903 -31.7661 5.5546 -0.06 0.09 -0.41 0.25
H -19.4589 -30.1398 6.1487 -0.32 0.06 0.08 0.30
H -17.3202 -28.9140 4.4351 0.89 -0.71 -0.65 0.43
H -18.6450 -28.1162 4.7322 -1.61 -0.32 0.62 0.43
H -18.0171 -27.4028 2.5960 -0.36 0.32 0.16 0.29
H -19.6313 -28.2647 2.5992 0.06 0.34 -0.52 0.22
H -17.1526 -29.6755 1.6935 0.08 0.39 0.22 0.23
H -19.2514 -28.0635 0.3558 0.11 0.26 0.10 0.35
H -18.4458 -29.3263 -0.4639 0.67 0.20 -0.37 0.41
H -17.2841 -27.4317 -1.0571 0.81 -0.05 -0.65 0.37
H -16.1376 -27.9154 0.2513 0.06 -0.66 -0.10 0.37
H -16.2730 -24.4056 0.5601 -0.70 -0.31 1.00 0.26
H -16.2197 -25.1989 -0.8665 0.34 -0.82 -0.50 0.30
H -15.2930 -25.8698 0.5766 0.42 0.11 -0.43 0.31
```
Positions in Å, forces in eV/Å.

Values from the calculation:
Total charge   -1
HOMO   -5.54 eV
Lowest unoccupied orbital energy   0.0771 hartree


(3)
C19H46CuN3O9 as an isolated structure in a non-equilibrium geometry, computed with ωB97M-V/def2-TZVPD.

```
78
Properties=species:S:1:pos:R:3:forces:R:3:mulliken_charge:R:1
Cu 2.0889 6.3104 30.3828 0.47 0.04 -0.33 1.55
O 5.7496 8.9360 29.8883 0.09 -0.52 -0.50 -0.58
C 4.8111 7.9625 29.6758 -1.31 -1.07 -0.50 0.38
O 3.8246 7.8834 30.4484 0.32 0.22 0.14 -0.81
O 5.0094 7.2270 28.6639 0.39 0.37 0.46 -0.76
H 6.3253 8.7104 29.1292 0.10 0.57 0.51 0.35
C 7.0684 3.9803 30.0197 0.64 0.08 -0.01 -0.72
O 5.9294 3.8458 30.8346 0.15 -0.21 0.14 -0.46
C 4.7569 3.8774 30.0584 -0.52 -0.25 -0.33 0.19
C 3.5430 3.6149 30.9306 1.48 -0.43 0.93 -0.99
N 3.2278 4.8027 31.7147 -1.23 0.45 -0.91 0.13
C 2.3835 4.5786 32.8718 0.61 0.06 1.16 -0.93
C 2.0521 5.9079 33.5375 -0.30 0.26 -0.43 -0.70
O 1.2902 6.6704 32.6244 -0.24 0.11 -0.46 -0.06
C 1.0737 7.9967 33.0603 -0.47 0.13 0.12 -0.94
H 7.2076 3.1515 29.3169 -0.44 -0.08 -0.13 0.31
H 7.9671 3.9531 30.6352 -0.18 0.19 0.30 0.29
H 7.0527 4.9222 29.4666 -0.06 0.06 -0.08 0.23
H 4.7605 3.0746 29.3055 0.31 0.13 -0.08 0.55
H 4.6842 4.8519 29.5549 -0.12 -0.08 -0.07 -0.37
H 3.8407 2.8337 31.6499 0.03 -0.26 -0.25 0.49
H 2.7670 3.1664 30.3133 -0.49 0.67 0.18 0.29
H 4.0906 5.2350 32.0267 0.09 0.02 -0.20 0.21
H 2.9024 3.9884 33.6453 0.12 -0.11 -0.08 0.46
H 1.4989 3.9834 32.6444 -0.16 0.34 -0.36 0.30
H 2.9455 6.5084 33.7633 0.20 -0.44 0.11 0.42
H 1.4870 5.7664 34.4692 0.07 -0.10 -0.05 0.38
H 0.5003 7.9446 33.9914 0.24 0.33 0.21 0.37
H 0.4762 8.5331 32.3264 -0.05 -0.35 -0.10 0.13
H 1.9983 8.5733 33.1494 0.17 -0.25 0.28 0.35
C -1.1071 5.9908 25.6238 -0.18 -0.10 0.28 -1.02
O 0.0414 5.9950 26.4452 -0.10 0.78 0.06 -0.07
C 1.1952 6.4667 25.7478 0.38 -0.90 0.17 -1.16
C 2.3478 6.8125 26.6857 0.31 -0.33 0.44 -0.70
N 2.8157 5.7756 27.6233 -0.28 -0.05 -0.54 0.82
C 3.2517 4.5601 26.9449 -0.52 -0.57 0.69 -1.02
C 4.6135 4.5856 26.2505 -0.67 0.16 0.52 -0.43
O 4.6858 3.4421 25.4313 0.00 0.39 -0.53 -0.36
C 5.7774 3.4734 24.5353 0.34 -0.92 0.69 -0.78
H -1.1891 6.9253 25.0641 -0.03 -0.01 -0.09 0.37
H -1.9762 5.9006 26.2774 0.01 0.03 0.02 0.30
H -1.1283 5.1380 24.9376 0.19 0.05 -0.13 0.27
H 0.9990 7.3745 25.1692 -0.33 -0.04 -0.02 0.54
H 1.4130 5.6423 25.0585 0.53 0.33 -0.26 0.42
H 2.0493 7.6811 27.2771 0.00 -0.01 0.10 0.23
H 3.2129 7.1285 26.0909 -0.28 0.29 -0.45 0.65
H 3.6112 6.1988 28.1140 -0.04 0.05 0.07 -0.69
H 2.4486 4.2366 26.2772 0.29 0.13 -0.41 0.58
H 3.2516 3.7449 27.6803 0.22 0.07 0.07 0.17
H 5.4043 4.5432 27.0104 0.07 0.19 -0.06 0.16
H 4.6993 5.5404 25.7169 0.24 -0.20 -0.34 0.38
H 5.6906 4.2176 23.7420 -0.14 0.07 0.03 0.28
H 5.8461 2.4601 24.1358 -0.11 0.19 -0.37 0.28
H 6.7140 3.6094 25.0917 0.01 0.34 -0.09 0.31
C 1.1675 9.6230 29.7155 -0.87 -0.07 -0.25 -1.06
O 0.7285 8.3231 30.0637 0.53 -0.45 -0.16 0.21
C -0.4769 7.8863 29.4844 -0.30 0.27 0.42 -0.69
C -0.7397 6.4694 29.9451 -0.37 -0.95 0.90 -0.93
N 0.2181 5.5486 29.3393 0.42 0.31 -0.43 1.80
C 0.1767 4.1020 29.5793 -1.17 0.46 -0.59 -0.11
C -0.9456 3.4199 28.7871 -0.03 -0.29 0.29 -0.52
O -2.1769 3.5394 29.4574 -0.10 -0.16 0.59 -0.32
C -3.2776 2.9606 28.7811 0.52 0.04 0.41 -0.76
H 2.2091 9.7036 30.0105 -0.04 0.09 0.12 0.29
H 0.4965 10.3421 30.2028 0.35 0.21 0.17 0.29
H 1.0517 9.8074 28.6402 0.22 -0.17 -0.06 0.32
H -0.4409 7.9745 28.3919 0.05 -0.14 -0.05 0.22
H -1.3067 8.5104 29.8446 -0.03 0.09 -0.08 0.48
H -1.7895 6.1913 29.7797 0.02 0.10 -0.30 0.52
H -0.5960 6.3792 31.0287 -0.09 0.39 -0.01 0.23
H 0.0235 5.6210 28.3435 0.93 0.35 -0.17 -0.80
H 0.0756 3.9330 30.6523 0.15 -0.38 -0.05 0.25
H 1.0741 3.6633 29.1392 0.30 0.24 0.44 -0.49
H -0.6609 2.3691 28.6222 -0.24 -0.08 0.13 0.58
H -1.0378 3.8694 27.7898 0.20 0.11 -0.08 0.08
H -3.3283 3.4404 27.8009 -0.55 -0.26 -0.15 0.29
H -4.1524 3.1142 29.4098 -0.10 0.45 -0.25 0.24
H -3.2005 1.8699 28.7098 0.35 0.01 -0.34 0.30
```
Positions in Å, forces in eV/Å.

Values from the calculation:
HOMO   -7.21 eV
Lowest unoccupied orbital energy   0.0231 hartree


Number 1: frontier orbital gap 5.8 eV. Number 2: frontier orbital gap 7.6 eV. Number 3: frontier orbital gap 7.8 eV.